{
  "formula": "C7H8S",
  "method": "ωB97M-V/def2-TZVPD",
  "mol_weight_g_mol": 124.21,
  "orbital_gap_ev": 7.693,
  "lumo_ev": -0.42,
  "total_energy_ha": -669.53825,
  "largest_force_ha_per_bohr": 0.0891,
  "de_lowest_kj_mol": 410.0,
  "smiles": "C=C=C=C/C(C)=C\\S",
  "e_homo_ha": -0.29830,
  "symbols": ["C", "C", "C", "C", "C", "C", "C", "S", "H", "H", "H", "H", "H", "H", "H", "H"],
  "xyz": [[3.405, -1.163, -0.201], [2.130, -0.823, -0.006], [0.874, -0.904, -0.021], [-0.423, -0.852, 0.152], [-1.182, 0.343, -0.002], [-2.632, 0.050, -0.107], [-0.897, 1.643, -0.029], [0.969, 2.408, 0.161], [4.093, -0.502, -0.452], [3.826, -2.097, -0.015], [-0.809, -1.870, 0.327], [-3.171, 0.595, -0.851], [-3.227, 0.282, 0.769], [-2.886, -0.982, -0.356], [-1.558, 2.482, -0.372], [1.489, 1.390, 1.003]],
  "mulliken_charge": [-1.03, 0.08, 0.18, -0.40, 1.18, -1.64, -0.46, -0.26, 0.30, 0.28, 0.25, 0.43, 0.31, 0.36, 0.32, 0.10]
}